1.
{
  "formula": "C18H37ClLi2MgN6O15PS6",
  "method": "ωB97M-V/def2-TZVPD",
  "charge": 1,
  "spin_multiplicity": 1,
  "homo_ev": -8.664,
  "symbols": ["C", "H", "H", "C", "C", "O", "N", "O", "O", "N", "P", "H", "N", "O", "H", "C", "H", "C", "O", "H", "H", "H", "O", "H", "C", "H", "H", "C", "Li", "H", "C", "O", "H", "O", "H", "Mg", "C", "H", "H", "O", "H", "H", "N", "O", "O", "C", "S", "C", "H", "C", "H", "N", "H", "Li", "C", "O", "C", "N", "H", "H", "H", "H", "C", "H", "S", "H", "S", "H", "H", "H", "O", "H", "H", "Cl", "S", "H", "S", "C", "S", "H", "C", "O", "H", "C", "H", "H", "O"],
  "coordinates": [[-0.5359, -0.1016, 1.0699], [3.5795, -1.9983, 1.3180], [-6.7987, -2.8887, 3.1315], [1.7897, 4.7425, -1.2096], [8.1784, 2.3709, -4.4681], [-6.6172, 4.3200, -5.2285], [3.9017, 1.0702, 1.2524], [5.8252, 0.4044, -5.5454], [-7.5828, -1.6117, -3.2633], [2.4524, 3.5479, -1.1263], [3.1146, -1.1491, -1.7162], [-3.4706, -1.0591, -2.5069], [-1.7193, 0.2563, 1.6013], [3.4030, 0.3380, -2.3967], [2.7390, -1.4601, 2.7415], [-4.4494, -1.0482, -2.9885], [4.5473, 1.7438, 1.6643], [1.7630, -0.7879, 0.9665], [-4.2214, -4.1193, 3.3575], [2.6629, -5.1601, 7.3570], [4.1805, -1.5400, 9.6697], [-7.0939, -4.6222, 2.8371], [-6.2673, 0.4424, -3.6613], [2.9683, 5.3577, -2.8276], [-5.0596, 0.3404, -2.9039], [0.4880, -0.3970, -2.1864], [5.1884, -2.8959, 9.1072], [-4.6367, -2.2903, 1.4654], [3.4955, -1.2043, 4.4392], [2.1589, 2.9139, -0.4049], [0.5783, -0.4278, -1.1034], [5.4930, 0.5663, -3.0952], [-5.2402, -2.1042, 0.5755], [7.6935, 1.0803, -4.0882], [9.0998, 2.5998, -3.9400], [-2.4855, 2.1836, 3.1137], [7.0516, 3.3168, -4.1121], [1.7559, 6.4641, -2.2842], [7.0371, 3.5340, -3.0417], [-7.7506, 0.3127, -1.7008], [-7.2221, -3.4680, 1.4882], [-9.7249, 0.1501, -3.8606], [-1.7475, 0.2760, -0.9105], [-7.1005, 5.6097, -3.2981], [3.4266, -2.3563, 6.9602], [4.2038, -2.6104, 9.4768], [-4.9646, -3.9443, 2.0622], [0.6727, -0.4549, 1.7166], [4.3550, -4.8855, 7.8390], [-6.6965, -3.7017, 2.4139], [0.7384, -0.4556, 2.7995], [2.2223, 5.5805, -2.1967], [-8.4845, 0.2870, -5.1372], [-3.0177, -5.3402, 1.6917], [-0.5833, -0.0918, -0.3612], [5.8560, 2.6002, -4.4436], [3.9034, 0.0501, 2.0031], [4.5813, -1.5635, -1.0162], [3.2114, 3.2840, -1.7275], [-4.8762, -1.5673, 2.2447], [-3.5808, -2.2121, 1.2086], [3.9687, -3.1507, 10.3931], [1.7480, -0.7654, -0.4926], [8.3676, 2.3635, -5.5438], [-6.6592, 4.2953, -3.7662], [-5.2480, 0.6321, -1.8673], [-7.5847, -0.1959, -3.0312], [4.5035, 0.0156, 2.9237], [-8.7228, 1.6229, -3.9700], [-4.3391, -1.3568, -4.0275], [0.8785, 5.0311, -0.4536], [-4.3676, 1.0683, -3.3231], [4.5885, -2.5259, -0.7044], [6.2359, -1.0832, 1.7082], [6.1000, 1.0136, -4.2945], [4.9714, -0.9384, -0.3078], [2.9626, -2.9824, 8.2414], [-8.7453, 0.5500, -4.1151], [-2.7121, 0.5582, 0.3532], [7.0985, 4.2482, -4.6705], [3.3126, -4.7361, 8.1198], [-7.5891, 3.2834, -3.2633], [3.1147, 1.0101, -1.7633], [3.0234, -1.1585, 1.7246], [3.1052, -5.2097, 9.0787], [-5.0840, -1.7878, -2.4964], [-5.3158, 3.9725, -3.2735]]
}

***

2.
{
  "formula": "C18H37GaN3S3Si2",
  "method": "ωB97M-V/def2-TZVPD",
  "charge": 1,
  "e_above_lowest_kcal_mol": 0.6,
  "spin_multiplicity": 1,
  "homo_ev": -9.659,
  "symbols": ["N", "C", "C", "H", "H", "C", "H", "H", "S", "C", "C", "C", "C", "H", "C", "C", "Si", "H", "H", "C", "H", "H", "C", "C", "C", "N", "H", "H", "H", "H", "H", "H", "H", "H", "H", "H", "S", "H", "H", "H", "H", "H", "H", "H", "C", "S", "C", "C", "H", "H", "H", "C", "N", "Si", "Ga", "C", "H", "H", "H", "H", "H", "H", "H", "H"],
  "coordinates": [[-1.3818, 0.2529, -0.6545], [-1.3500, 2.5124, -1.6731], [0.4583, 3.3292, 0.2494], [1.8140, -2.7652, -2.7020], [2.6903, 3.3103, 2.6449], [1.0702, -0.0705, 3.8650], [0.3221, -2.7672, -3.6212], [-1.2505, 2.1650, 3.6543], [1.6482, 0.2061, -1.7177], [2.3546, -3.3892, -0.0389], [-0.9570, 1.6063, -0.6918], [2.6851, 2.2457, 2.8786], [0.9455, -0.8033, -3.0352], [-1.8932, -1.9399, 1.3918], [3.2473, -0.5659, -1.3740], [-4.2358, 1.0995, -0.8098], [-2.9669, -0.2091, -1.2039], [1.5065, -0.6490, -3.9576], [-5.2217, 0.7690, -1.1452], [-0.8834, 3.8199, -1.6771], [-2.1917, -1.3210, -3.3013], [1.4199, 0.2672, 4.8451], [-0.2718, 2.6417, 3.5636], [-3.5393, -1.7673, -0.3130], [0.9936, -3.9252, -0.4733], [-0.9494, -1.7506, 1.7304], [-4.0296, 2.0611, -1.2776], [3.0988, 2.1376, 3.8839], [4.0322, 0.1044, -1.7250], [2.8580, -4.1442, 0.5643], [1.1360, -4.7840, -1.1300], [-4.2897, 1.2633, 0.2686], [0.3919, 5.2457, -0.7051], [3.3795, 1.7621, 2.1889], [-1.0264, -1.1446, 2.5482], [-3.8180, -1.5953, 0.7329], [-0.1034, -2.7383, -1.2795], [-2.0299, 2.1923, -2.4529], [0.1212, -0.5798, 4.0608], [3.3439, 0.1572, 0.6582], [-0.0393, -0.3577, -3.1753], [-0.5370, -2.6253, 2.0400], [-1.2172, 4.5063, -2.4436], [3.3527, -1.4900, -1.9405], [0.0149, 4.2320, -0.7080], [2.2483, -1.8655, 0.9379], [3.4500, -0.7841, 0.1194], [0.8311, -2.3015, -2.7774], [-2.8873, 0.2498, -3.6776], [-3.9359, -1.1094, -3.3029], [-0.4015, 3.5425, 2.9625], [-2.9928, -0.6264, -3.0361], [0.4628, 1.0382, 1.1934], [0.9700, 1.4795, 2.8005], [0.0149, -0.5779, 0.3136], [-0.0114, 2.0201, 0.2825], [0.4258, -4.2905, 0.3849], [4.4481, -1.1733, 0.3184], [0.0442, 2.9495, 4.5627], [-4.4691, -2.0599, -0.8109], [-2.8766, -2.6308, -0.3966], [1.7923, -0.8096, 3.5161], [1.1980, 3.6448, 0.9709], [2.9871, -3.2001, -0.9030]]
}

***

3.
{
  "formula": "C18H38B2F5NO5S",
  "method": "ωB97M-V/def2-TZVPD",
  "spin_multiplicity": 1,
  "homo_ev": -10.294,
  "smiles": "NB(O)B(CCCC(=O)O)S(=O)(=O)C(F)(F)C(F)(F)F.CCCCCC.CCCCCC",
  "symbols": ["F", "H", "C", "C", "H", "C", "H", "H", "C", "N", "C", "H", "H", "C", "B", "H", "H", "H", "H", "H", "H", "H", "B", "H", "C", "H", "H", "H", "H", "C", "C", "C", "H", "H", "H", "H", "H", "O", "H", "F", "F", "F", "H", "C", "O", "O", "C", "H", "C", "O", "H", "H", "F", "C", "H", "H", "H", "C", "C", "H", "H", "C", "H", "C", "H", "O", "H", "S", "H", "H"],
  "coordinates": [[4.3685, -1.6727, -2.7276], [-1.2037, 2.3977, 0.6367], [-1.3837, -2.9245, -3.9182], [-1.6407, -1.1633, 3.0596], [-0.2379, 1.7737, -1.5325], [-0.7565, 3.1835, 0.0178], [-1.6695, 0.2752, 6.2329], [-2.0977, -0.8402, 2.1172], [-0.0523, -0.3020, 4.9093], [3.3357, -4.6199, -1.6958], [-0.4852, -4.0040, -3.1475], [0.2785, 3.2887, 0.3583], [-0.4275, -0.7281, 6.9915], [-0.7734, 2.7222, -1.4342], [1.8587, -4.4993, -1.6919], [3.7691, -4.3487, -0.8070], [-1.6014, -1.4655, 5.9027], [0.5674, 0.5659, 5.1578], [-1.1088, 5.5571, -1.5709], [0.3545, -4.8827, -0.4890], [-2.1701, -0.9500, -3.2649], [-0.2139, -2.0389, 0.8164], [0.9769, -3.4429, -2.6769], [-1.6259, 6.5660, -0.2404], [3.2347, 0.4111, -2.2926], [-1.6285, -3.2290, 2.4902], [-0.0358, 0.2648, 2.8370], [1.7599, 6.7074, 1.4031], [-1.7990, 2.5701, -1.7826], [3.1404, -1.2066, -2.1844], [-2.0491, -2.1964, -1.4258], [-1.5315, 4.4805, 0.2528], [-0.7185, -2.3010, -4.6096], [-3.4344, -2.2693, -3.2308], [-0.2874, 3.4451, -2.0923], [-1.0202, -4.5309, -2.2884], [3.7693, -4.1621, -2.5037], [-2.3725, -3.1496, -0.7035], [0.6358, -1.1455, 4.7910], [4.5237, 0.7347, -1.7879], [3.2341, 0.8117, -3.6240], [2.3075, 1.0612, -1.4896], [-2.5753, 4.3272, -0.0453], [-0.9940, 5.7066, -0.4923], [-1.3256, -1.1111, -0.8108], [1.1379, -5.3934, -0.7958], [-0.7768, -0.0156, 3.5931], [-0.4796, -2.8580, 3.7590], [-2.3395, -2.0501, -2.9777], [0.7005, -0.6510, -3.2231], [-0.2449, -4.8351, -3.9123], [-1.4175, 0.8642, 3.7251], [3.0571, -1.4883, -0.8104], [0.7147, 6.4240, 1.2598], [-2.0725, -3.5135, -4.6256], [0.6623, -3.3533, 1.6162], [0.0921, 7.2704, 1.5633], [0.1959, -2.3753, 1.7714], [0.4643, 6.0610, -0.1972], [-2.4714, -1.3454, 3.7483], [-1.5544, 4.6872, 1.3270], [-0.9968, -0.5721, 6.0722], [1.1243, 5.2377, -0.4897], [-0.9014, -2.4803, 2.8218], [-1.9024, -0.3331, -1.0160], [2.1985, -1.9798, -4.6118], [0.9814, -1.6800, 2.0769], [1.6829, -1.7868, -3.1931], [0.5058, 5.5851, 1.9270], [0.7449, 6.9150, -0.8224]]
}

***

4.
{
  "formula": "C18H38Br14O2",
  "method": "ωB97M-V/def2-TZVPD",
  "spin_multiplicity": 1,
  "homo_ev": -9.842,
  "smiles": "BrCCBr.BrCCBr.BrCCBr.BrCCBr.BrCCBr.BrCCBr.BrCCBr.COCCOC",
  "symbols": ["C", "H", "C", "H", "H", "Br", "Br", "Br", "O", "O", "H", "C", "C", "H", "H", "C", "H", "H", "H", "H", "H", "C", "Br", "H", "H", "H", "C", "H", "H", "H", "C", "H", "Br", "C", "C", "C", "Br", "H", "H", "C", "C", "H", "H", "H", "H", "C", "H", "H", "H", "C", "Br", "H", "Br", "C", "Br", "Br", "C", "H", "H", "Br", "H", "Br", "H", "H", "H", "Br", "H", "H", "Br", "H", "C", "H"],
  "coordinates": [[2.3024, 2.1657, -3.3516], [-2.7017, 0.2714, 4.0615], [-4.2706, 5.0900, 0.1597], [1.0595, -3.6127, -2.3435], [4.1383, 5.3592, 0.7992], [-2.4160, 5.7779, -0.5000], [1.8092, 4.4713, 0.4682], [-5.5827, 4.2779, 2.6101], [-0.7267, -4.3243, -2.5918], [-0.8983, -5.2563, 0.3748], [-2.1852, -3.0127, -1.3498], [-0.6079, -0.3104, -0.2253], [1.2891, 2.5699, -4.4221], [0.2816, 2.4930, -4.0398], [0.4089, -4.4621, 1.8370], [3.6021, 4.9653, -0.0597], [0.2988, 1.0457, 1.1234], [2.7974, 6.7329, -1.0579], [2.0896, 2.5865, -2.3701], [1.3778, 1.9326, -5.2739], [4.1202, 4.0641, -0.3073], [0.3706, -3.6883, -3.1657], [1.4732, 4.4663, -4.7024], [-4.4092, 4.3166, -0.5809], [-3.3979, 5.3948, 2.0994], [2.8930, -0.8050, 2.3107], [-3.1866, -2.7634, -1.2329], [0.1129, -1.0227, 4.4372], [0.9774, -4.6834, -0.4771], [1.0870, 0.9315, -0.5485], [0.2031, -5.4719, -0.5220], [-1.6385, -0.2018, 0.1538], [2.0866, 0.2131, -3.1000], [-3.9429, 4.6215, 1.5404], [-0.4031, -5.2526, 1.7166], [-1.6639, 0.0340, 3.7627], [-3.5284, -2.8448, 1.5153], [4.7439, 1.5894, 1.9998], [0.8777, -4.1887, -4.0465], [-0.8812, -0.8253, 4.6830], [-3.9136, -3.6213, -0.1567], [2.4415, 0.9238, 2.2509], [-5.0088, 5.9279, 0.0673], [-3.4464, -4.6117, -0.1349], [-1.2263, -4.9617, 2.3903], [3.2181, 0.1937, 2.4634], [-3.3820, 3.7098, 1.5261], [-3.2358, -1.6881, -1.0363], [-5.0201, -3.7198, -0.2414], [0.1981, 0.9178, 0.0494], [5.2148, 6.9290, -1.4469], [-0.0563, -6.2872, 2.0525], [-1.7391, -2.5749, 4.5988], [3.5651, 5.9540, -1.2381], [-0.8374, 2.4588, -0.6206], [3.3632, 0.2866, 4.4235], [4.4226, 0.6060, 1.6967], [-1.6403, -0.3030, 2.7325], [3.3956, 5.4525, -2.1859], [-4.0875, -3.2152, -2.9716], [5.3012, -0.0026, 1.7832], [-0.7009, 1.8027, 3.6551], [-0.6428, -0.5384, -1.2808], [0.0178, -2.7101, -3.4890], [-0.9624, -0.4859, 5.7411], [0.2131, -1.8403, 0.6381], [-1.2636, -6.1657, -1.9493], [0.7371, -6.4045, -0.2925], [3.8724, 0.5763, -0.1875], [3.2955, 2.4107, -3.7355], [-0.3798, -5.5307, -1.9471], [0.3273, -6.1328, -2.5387]]
}

***

HOMO-LUMO gap (computed, eV): 1.72 7.08 8.26 10.07